Formula: C34H51BeN2OP2
Source: OMol25
Level of theory: the ωB97M-V functional and the def2-TZVPD basis

Element x y z (Å)
Be1 0.013 -0.443 -0.140
C1 3.915 -2.288 0.695
C2 3.835 -1.136 -0.334
C3 5.168 -0.381 -0.407
P1 2.322 -0.048 -0.126
C4 2.842 1.521 -0.966
C5 1.837 2.651 -0.736
C6 3.054 1.271 -2.460
C7 2.209 0.401 1.629
C8 3.232 0.356 2.573
C9 2.990 0.603 3.918
C10 4.101 0.560 4.937
C11 1.673 0.851 4.301
C12 0.644 0.922 3.377
C13 0.900 0.744 2.013
N1 -0.056 0.805 0.988
C14 -1.107 1.700 0.983
C15 -1.282 2.753 1.901
C16 -2.418 3.536 1.884
C17 -3.431 3.358 0.939
C18 -4.693 4.184 0.966
C19 -3.206 2.412 -0.046
C20 -2.070 1.594 -0.050
P2 -1.611 0.537 -1.455
C21 -1.707 1.807 -2.838
C22 -3.056 1.965 -3.543
C23 -0.604 1.615 -3.880
C24 -2.908 -0.782 -1.720
C25 -4.353 -0.487 -1.324
C26 -2.820 -1.352 -3.141
H1 4.955 -2.450 0.981
H2 3.549 -3.224 0.276
H3 3.361 -2.085 1.611
H4 3.669 -1.586 -1.317
H5 5.395 0.156 0.515
H6 5.209 0.331 -1.229
H7 5.964 -1.111 -0.566
H8 3.788 1.804 -0.501
H9 0.857 2.400 -1.148
H10 2.193 3.559 -1.230
H11 1.710 2.870 0.324
H12 2.101 1.075 -2.948
H13 3.706 0.419 -2.661
H14 3.497 2.150 -2.932
H15 4.243 0.121 2.262
H16 5.076 0.658 4.462
H17 4.089 -0.383 5.488
H18 3.993 1.366 5.664
H19 1.446 0.989 5.353
H20 -0.368 1.101 3.715
H21 -0.508 2.967 2.624
H22 -2.526 4.320 2.627
H23 -5.069 4.284 1.985
H24 -5.472 3.724 0.360
H25 -4.520 5.192 0.581
H26 -3.936 2.315 -0.841
H27 -1.497 2.728 -2.293
H28 -3.173 1.230 -4.338
H29 -3.092 2.953 -4.006
H30 -3.909 1.888 -2.874
H31 -0.736 0.685 -4.439
H32 0.379 1.611 -3.419
H33 -0.632 2.439 -4.596
H34 -2.547 -1.557 -1.041
H35 -4.851 0.161 -2.046
H36 -4.427 -0.031 -0.337
H37 -4.910 -1.428 -1.299
H38 -3.400 -0.756 -3.842
H39 -3.226 -2.366 -3.159
H40 -1.791 -1.396 -3.507
O1 0.235 -2.196 -1.907
C27 -0.265 -3.532 -1.808
C28 0.565 -4.311 -0.803
C29 0.932 -3.500 0.450
C30 -0.271 -3.015 1.204
C31 -0.814 -3.801 2.215
C32 -1.957 -3.394 2.873
C33 -2.540 -2.194 2.495
C34 -1.938 -1.450 1.507
N2 -0.812 -1.826 0.867
H41 0.365 -1.948 -2.826
H42 -0.228 -4.022 -2.781
H43 -1.312 -3.498 -1.492
H44 1.489 -4.656 -1.272
H45 -0.011 -5.192 -0.511
H46 1.527 -2.636 0.169
H47 1.534 -4.136 1.098
H48 -0.326 -4.733 2.470
H49 -2.386 -3.997 3.663
H50 -3.436 -1.820 2.970
H51 -2.358 -0.496 1.225

Results
Total charge = +1
E_HOMO = -0.34182 Eh
2S+1 = 1
Total energy = -2208.303019 hartree
Max |F| = 0.5 eV Å⁻¹

---

Formula: C22H23Br2N4OS2V
Source: OMol25
Level of theory: the ωB97M-V functional and the def2-TZVPD basis

Element x y z (Å)
V1 -0.171 -0.188 0.125
C1 -1.728 0.558 3.077
C2 -0.284 0.185 3.190
C3 0.374 0.218 4.431
C4 1.703 -0.102 4.525
C5 2.419 -0.479 3.373
C6 3.801 -0.834 3.316
Br1 4.831 -0.822 4.880
C7 4.382 -1.182 2.128
C8 3.622 -1.209 0.933
Br2 4.441 -1.696 -0.684
C9 2.294 -0.889 0.953
O1 1.463 -0.888 -0.117
C10 1.701 -0.504 2.176
N1 0.369 -0.169 2.085
H1 -2.125 0.853 4.045
H2 -2.314 -0.287 2.712
H3 -1.857 1.399 2.391
H4 -0.182 0.507 5.310
H5 2.211 -0.068 5.480
H6 5.428 -1.447 2.089
C11 2.681 2.029 -1.183
N2 1.623 2.009 -2.197
C12 2.093 1.571 -3.519
C13 0.340 2.228 -1.936
S1 -0.245 2.066 -0.270
N3 -0.500 2.632 -2.881
C14 -0.063 3.461 -4.015
C15 -1.953 2.544 -2.731
H7 3.549 2.510 -1.632
H8 2.949 1.012 -0.901
H9 2.371 2.598 -0.313
H10 2.769 0.732 -3.355
H11 2.633 2.363 -4.036
H12 1.257 1.235 -4.123
H13 0.927 3.863 -3.823
H14 -0.763 4.291 -4.094
H15 -0.067 2.905 -4.951
H16 -2.228 1.650 -2.180
H17 -2.386 2.483 -3.727
H18 -2.344 3.428 -2.225
S2 -4.697 -0.921 -0.062
C16 -3.203 -0.142 0.016
N4 -2.138 -0.914 -0.022
C17 -2.511 -2.257 -0.118
C18 -1.638 -3.347 -0.181
C19 -2.186 -4.606 -0.269
C20 -3.578 -4.793 -0.296
C21 -4.447 -3.728 -0.236
C22 -3.892 -2.449 -0.146
H19 -3.139 0.934 0.097
H20 -0.562 -3.206 -0.163
H21 -1.536 -5.468 -0.320
H22 -3.976 -5.795 -0.367
H23 -5.517 -3.877 -0.259

Results
Total charge = +2
E_HOMO (spin up / spin down) = -0.50366 / -0.50376 Eh
Expectation value of S² = 2.020
2S+1 = 3
Total energy = -8034.396048 hartree
Max |F| = 0.6 eV Å⁻¹

---

Formula: C2H4CuLiO
Source: OMol25
Level of theory: the ωB97M-V functional and the def2-TZVPD basis

Element x y z (Å)
O1 -0.219 -0.248 0.951
Cu1 0.044 -1.749 2.206
C1 0.053 -0.353 -0.270
C2 -0.166 0.857 -1.076
H1 -0.128 0.018 -1.793
H2 -0.967 1.476 -0.676
H3 0.667 1.460 -1.428
Li1 0.538 -0.122 2.807
H4 0.177 -1.339 -0.721

Results
Total charge = +2
E_HOMO (spin up / spin down) = -0.69244 / -0.79043 Eh
Expectation value of S² = 2.004
2S+1 = 3
Total energy = -1800.922611 hartree
Max |F| = 5.7 eV Å⁻¹

---

- The highest total energy belongs to which entry?
  C2H4CuLiO

---

What did the second record say?
Formula: C22H23Br2N4OS2V
Source: OMol25
Level of theory: the ωB97M-V functional and the def2-TZVPD basis

Element x y z (Å)
V1 -0.171 -0.188 0.125
C1 -1.728 0.558 3.077
C2 -0.284 0.185 3.190
C3 0.374 0.218 4.431
C4 1.703 -0.102 4.525
C5 2.419 -0.479 3.373
C6 3.801 -0.834 3.316
Br1 4.831 -0.822 4.880
C7 4.382 -1.182 2.128
C8 3.622 -1.209 0.933
Br2 4.441 -1.696 -0.684
C9 2.294 -0.889 0.953
O1 1.463 -0.888 -0.117
C10 1.701 -0.504 2.176
N1 0.369 -0.169 2.085
H1 -2.125 0.853 4.045
H2 -2.314 -0.287 2.712
H3 -1.857 1.399 2.391
H4 -0.182 0.507 5.310
H5 2.211 -0.068 5.480
H6 5.428 -1.447 2.089
C11 2.681 2.029 -1.183
N2 1.623 2.009 -2.197
C12 2.093 1.571 -3.519
C13 0.340 2.228 -1.936
S1 -0.245 2.066 -0.270
N3 -0.500 2.632 -2.881
C14 -0.063 3.461 -4.015
C15 -1.953 2.544 -2.731
H7 3.549 2.510 -1.632
H8 2.949 1.012 -0.901
H9 2.371 2.598 -0.313
H10 2.769 0.732 -3.355
H11 2.633 2.363 -4.036
H12 1.257 1.235 -4.123
H13 0.927 3.863 -3.823
H14 -0.763 4.291 -4.094
H15 -0.067 2.905 -4.951
H16 -2.228 1.650 -2.180
H17 -2.386 2.483 -3.727
H18 -2.344 3.428 -2.225
S2 -4.697 -0.921 -0.062
C16 -3.203 -0.142 0.016
N4 -2.138 -0.914 -0.022
C17 -2.511 -2.257 -0.118
C18 -1.638 -3.347 -0.181
C19 -2.186 -4.606 -0.269
C20 -3.578 -4.793 -0.296
C21 -4.447 -3.728 -0.236
C22 -3.892 -2.449 -0.146
H19 -3.139 0.934 0.097
H20 -0.562 -3.206 -0.163
H21 -1.536 -5.468 -0.320
H22 -3.976 -5.795 -0.367
H23 -5.517 -3.877 -0.259

Results
Total charge = +2
E_HOMO (spin up / spin down) = -0.50366 / -0.50376 Eh
Expectation value of S² = 2.020
2S+1 = 3
Total energy = -8034.396048 hartree
Max |F| = 0.6 eV Å⁻¹

---

- Among the records above, which one has the lowest max |F|?
  C34H51BeN2OP2

---

- Look up the max |F| of the first one.
  0.5 eV Å⁻¹